Here is a single C4H7NO2 molecule from the OMol25 dataset. Energies are from ωB97M-V/def2-TZVPD.

Each atom is followed by the atoms it is bonded to, with distances in Å.
Geometry (Å):
1 C 0.67360 1.34550 1.72701  C2 1.796, N3 1.800, H8 1.095, H9 1.099, H10 1.084
2 C 0.96893 0.37947 0.24197  C1 1.796, N3 1.328, O4 1.367
3 N 0.32724 -0.32923 1.16406  C1 1.800, C2 1.328, H11 1.039
4 O 0.37570 0.61437 -0.96729  C2 1.367, C5 1.426
5 C -0.69757 -0.21466 -1.40765  O4 1.426, C6 1.522, H12 1.097, H13 1.095
6 C -0.28388 -1.67940 -1.40283  C5 1.522, O7 1.205, H14 1.110
7 O -1.05650 -2.58786 -1.22845  C6 1.205
8 H 0.61354 2.28790 1.17235  C1 1.095
9 H -0.18759 1.30958 2.40858  C1 1.099
10 H 1.60885 1.26305 2.26884  C1 1.084
11 H -0.64768 -0.59936 0.92684  N3 1.039
12 H -1.64077 -0.08644 -0.86153  C5 1.097
13 H -0.87078 0.08638 -2.44658  C5 1.095
14 H 0.79722 -1.84463 -1.59432  C6 1.110

ΔE to the lowest compared entry with this formula, charge and spin = 564.6 kJ/mol
LUMO energy = 0.7 eV
E_HOMO = -8.469 eV
Kohn-Sham gap = 9.1 eV